No. 1
The molecule C20H28N4O2. Source: OMol25; level of theory: ωB97M-V/def2-TZVPD.

Last column: Löwdin charge in e.
Geometry (Å):
C1 -4.01963 -4.19839 -1.06397  -0.02
C2 -2.87371 -4.67406 -1.89398  -0.28
N1 -2.86297 -5.95157 -2.21063  0.10
C3 -1.87062 -6.43879 -2.94917  -0.13
C4 -0.82178 -5.68186 -3.42170  0.00
C5 -0.80866 -4.32153 -3.10064  -0.17
N2 0.18390 -3.48878 -3.52239  0.18
C6 0.27795 -2.13633 -3.26892  -0.39
O1 1.23189 -1.52094 -3.72637  0.05
C7 -0.80506 -1.59439 -2.46030  -0.01
C8 -0.88105 -0.14226 -2.07862  -0.46
O2 -1.76441 0.25678 -1.33607  0.04
N3 0.05492 0.64470 -2.62836  0.08
C9 0.15219 2.05717 -2.35231  -0.18
C10 1.40825 2.38544 -1.54098  -0.15
C11 1.38425 1.81012 -0.11611  -0.20
N4 1.05163 2.82565 0.86789  -0.19
C12 -0.34616 3.20552 0.79164  -0.08
C13 1.53270 2.52115 2.20966  -0.34
C14 1.65907 3.79695 3.04884  -0.16
C15 2.34318 3.48537 4.37671  -0.21
C16 1.55075 2.43502 5.14969  -0.21
C17 1.39158 1.16578 4.31790  -0.20
C18 0.71548 1.47656 2.98586  -0.15
C19 -1.80416 -2.40201 -2.01698  0.08
C20 -1.85332 -3.79048 -2.31779  -0.09
H1 -3.66353 -3.77921 -0.12479  0.09
H2 -4.57802 -3.42636 -1.59015  0.09
H3 -4.67670 -5.03740 -0.85610  0.08
H4 -1.93589 -7.49656 -3.16533  0.11
H5 -0.03566 -6.11603 -4.01947  0.11
H6 0.93410 -3.87552 -4.08546  0.17
H7 0.78692 0.20524 -3.17834  0.11
H8 -0.75169 2.33523 -1.80875  0.10
H9 0.18014 2.59891 -3.30422  0.12
H10 1.52730 3.46678 -1.47658  0.11
H11 2.27004 1.98480 -2.07874  0.11
H12 0.68359 0.95894 -0.08263  0.11
H13 2.37924 1.42958 0.12582  0.12
H14 -0.61262 3.81734 1.64873  0.08
H15 -0.50084 3.80762 -0.10374  0.08
H16 -1.02065 2.33897 0.74938  0.09
H17 2.54829 2.12522 2.08080  0.14
H18 2.23116 4.53624 2.48650  0.12
H19 0.67322 4.21758 3.25185  0.11
H20 2.43025 4.39752 4.97124  0.11
H21 3.35258 3.11202 4.18836  0.11
H22 2.05689 2.20277 6.08938  0.11
H23 0.56292 2.83410 5.39191  0.11
H24 0.80169 0.43084 4.87078  0.11
H25 2.37670 0.73038 4.13158  0.11
H26 -0.28936 1.86026 3.17093  0.12
H27 0.62455 0.56409 2.39221  0.11
H28 -2.58085 -1.94819 -1.41809  0.13

* spin multiplicity: 1
* Kohn-Sham gap: 7.5278 eV
* maximum force: 0.7 eV Å⁻¹
* ΔE to the lowest compared entry with this formula, charge and spin: 0.0 kcal per mole
* HOMO energy: -8.0 eV
* energy: -1148.48103 Ha
* total charge: 0


No. 2
A cluster of 2 separate species, C14H36BN5O5SSi in total in a non-equilibrium geometry. Source: OMol25; level of theory: ωB97M-V/def2-TZVPD.

Last column: Löwdin charge in e.
Geometry (Å):
H1 5.90194 -0.83426 0.32953  0.05
N1 5.13927 -0.29625 0.74040  0.15
C1 4.38666 0.09862 -0.19757  -0.55
N2 4.62656 -0.23309 -1.56846  0.09
N3 3.26815 0.91990 0.06749  0.00
C2 1.99893 0.18082 0.25340  -0.21
C3 1.17392 0.09067 -1.02344  -0.21
C4 -0.22486 -0.47749 -0.75492  -0.26
C5 -1.22005 0.59665 -0.29757  -0.25
Si1 -2.95281 0.01414 0.16761  0.62
C6 -4.09506 0.03672 -1.34220  -0.26
C7 -5.38685 -0.74586 -1.05172  -0.25
C8 -6.56048 -0.56289 -2.05354  -0.20
C9 -6.30750 0.32079 -3.27525  -0.31
N4 -7.51935 0.61119 -4.05482  -0.02
N5 -2.87517 -1.54123 0.96103  -0.11
C10 -2.57569 -2.74551 0.16859  -0.34
C11 -1.62130 -3.68097 0.90282  -0.10
B1 -3.73004 1.28932 1.55639  -0.46
C12 -2.95722 2.57495 2.03307  -0.06
O1 -4.97813 1.01737 2.10322  0.06
H2 4.43621 0.59447 -2.12740  0.08
H3 3.95017 -0.92351 -1.88359  0.07
H4 3.48342 1.41513 0.92540  0.11
H5 1.43367 0.71688 1.01576  0.12
H6 2.21506 -0.82508 0.63329  0.12
H7 1.69885 -0.51706 -1.76577  0.09
H8 1.09293 1.09623 -1.44602  0.11
H9 -0.13589 -1.22044 0.04392  0.09
H10 -0.58874 -0.99311 -1.64677  0.10
H11 -1.26717 1.40014 -1.04123  0.09
H12 -0.81800 1.05421 0.61546  0.06
H13 -4.31098 1.08703 -1.55976  0.07
H14 -3.57975 -0.37572 -2.21739  0.08
H15 -5.74370 -0.46836 -0.05571  0.09
H16 -5.13395 -1.80768 -1.01095  0.09
H17 -7.43619 -0.17377 -1.52498  0.10
H18 -6.84880 -1.55036 -2.42854  0.10
H19 -5.60990 -0.17819 -3.95312  0.11
H20 -5.87112 1.27804 -2.99033  0.10
H21 -8.11449 -0.21292 -4.06052  0.06
H22 -8.06322 1.31328 -3.56212  0.06
H23 -3.70909 -1.70522 1.51231  0.07
H24 -3.50285 -3.29647 -0.02170  0.10
H25 -2.16253 -2.46372 -0.80250  0.09
H26 -0.76566 -3.12885 1.29294  0.06
H27 -1.29201 -4.50582 0.26798  0.07
H28 -2.13753 -4.11684 1.76133  0.07
H29 -2.04797 2.28574 2.57634  0.06
H30 -2.61268 3.17244 1.18342  0.06
H31 -3.55591 3.20991 2.69165  0.06
H32 -4.97188 0.99392 3.07010  0.10
O2 11.39944 0.64313 2.43966  -0.22
S1 10.36599 1.60787 2.32635  0.59
O3 10.65017 2.99193 2.44089  -0.22
O4 9.19469 1.19912 3.32997  -0.19
C13 7.94725 1.05506 2.62950  -0.16
C14 8.36456 0.61012 1.24365  -0.18
O5 9.54608 1.38077 0.97585  -0.19
H33 7.43830 2.01934 2.60813  0.13
H34 7.33209 0.32365 3.14423  0.13
H35 7.61812 0.83154 0.48773  0.11
H36 8.62208 -0.45042 1.21842  0.13

* spin multiplicity: 1
* Kohn-Sham gap: 9.2340 eV
* maximum force: 1.1 eV Å⁻¹
* HOMO energy: -9.0 eV
* energy: -1917.57711 Ha
* total charge: 0


No. 3
A cluster of 3 separate species, C6H14O in total. Source: OMol25; level of theory: ωB97M-V/def2-TZVPD.

Last column: Löwdin charge in e.
Geometry (Å):
C1 0.44075 -0.68459 -3.23686  -0.01
C2 -0.06385 -1.12348 -2.07441  -0.24
C3 0.56350 -0.87976 -0.73662  -0.24
C4 -0.41441 -0.28421 0.27701  -0.26
C5 0.21871 -0.03177 1.64022  -0.21
C6 -0.74801 0.62061 2.61114  -0.30
O1 -0.08481 0.77790 3.85003  -0.07
H1 3.12812 3.54087 -2.97708  0.00
H2 -0.01965 -0.93239 -4.18879  0.05
H3 1.35178 -0.08980 -3.26792  0.05
H4 -1.95861 0.79810 -1.85116  0.13
H5 -0.94540 -1.76604 -2.08894  0.10
H6 0.93482 -1.83761 -0.33915  0.12
H7 1.43748 -0.22581 -0.84797  0.11
H8 -1.27867 -0.95532 0.38259  0.12
H9 -0.81307 0.65472 -0.15195  0.06
H10 0.56463 -0.97850 2.07614  0.12
H11 1.10228 0.61098 1.53834  0.12
H12 -1.07533 1.59200 2.20543  0.12
H13 -1.64630 -0.01023 2.71630  0.12
H14 -0.69398 1.20433 4.46364  0.09

* spin multiplicity: 1
* Kohn-Sham gap (spin up / spin down): 9.2688 / 10.2759 eV
* maximum force: 1.0 eV Å⁻¹
* ΔE to the lowest compared entry with this formula, charge and spin: 156.4 kcal per mole
* HOMO energy (spin up / spin down): -9.7 / -9.3 eV
* energy: -312.00586 Ha
* total charge: 0


No. 4
A structure of composition C27H47N9O5Si2Zr. Source: OMol25; level of theory: ωB97M-V/def2-TZVPD.

Last column: Löwdin charge in e.
Geometry (Å):
Zr1 0.11952 0.22881 0.16024  1.89
C1 1.36851 4.73796 -2.94118  0.00
N1 0.34492 4.01768 -2.18723  -0.11
C2 -1.06188 4.29005 -2.48875  0.01
C3 0.62701 3.13892 -1.24249  -0.42
O1 -0.25468 2.53481 -0.60465  -0.05
C4 2.07831 2.81928 -0.90342  -0.10
O2 2.06854 2.00114 0.25739  -0.21
C5 2.09823 2.75535 1.46262  -0.07
C6 1.35548 1.96964 2.52496  -0.35
O3 0.66017 1.00250 2.14828  -0.10
N2 1.42880 2.31983 3.79145  -0.10
C7 0.69570 1.56169 4.80803  0.02
C8 2.20832 3.44660 4.29530  0.00
H1 1.01912 4.87254 -3.96200  0.10
H2 2.29439 4.17014 -2.98657  0.09
H3 1.56226 5.71890 -2.50563  0.11
H4 -1.12111 5.21365 -3.05727  0.10
H5 -1.62580 4.39613 -1.56548  0.10
H6 -1.49047 3.47530 -3.07355  0.10
H7 2.68086 3.71487 -0.74432  0.15
H8 2.52827 2.23707 -1.70708  0.14
H9 1.59402 3.71916 1.33603  0.16
H10 3.13719 2.93497 1.74346  0.15
H11 -0.04809 0.93110 4.33402  0.07
H12 0.21156 2.26447 5.48361  0.11
H13 1.39116 0.94366 5.37646  0.11
H14 2.80277 3.90922 3.51523  0.08
H15 2.87855 3.09646 5.07941  0.11
H16 1.53699 4.19471 4.71585  0.11
C9 0.47927 -4.97163 -0.11253  -0.16
Si1 0.36738 -3.21900 -0.76455  0.47
C10 -0.93731 -3.15071 -2.09717  -0.16
C11 2.08386 -2.93089 -1.46986  -0.17
C12 -0.02656 -1.97346 0.65888  -0.44
C13 1.27863 -1.82870 1.35680  -0.44
C14 1.75297 -2.51916 2.48211  -0.01
C15 3.02776 -2.26182 2.93247  -0.02
C16 3.81712 -1.29803 2.29511  -0.03
C17 3.27499 -0.60790 1.23997  -0.11
N3 2.04016 -0.87192 0.78747  -0.05
Si2 -1.50963 -2.48727 1.74886  0.47
C18 -3.11004 -2.19787 0.80457  -0.15
C19 -1.49548 -1.45767 3.32109  -0.17
C20 -1.52663 -4.26563 2.33692  -0.17
H17 1.07725 -5.54880 -0.82322  0.05
H18 -0.48366 -5.47029 -0.02323  0.03
H19 0.98634 -5.03257 0.85260  0.04
H20 -0.61375 -3.76470 -2.94237  0.04
H21 -1.13278 -2.14120 -2.46002  -0.01
H22 -1.88243 -3.56963 -1.74465  0.04
H23 2.18380 -3.59813 -2.33125  0.04
H24 2.84022 -3.24431 -0.74518  0.04
H25 2.32927 -1.92165 -1.78849  0.00
H26 1.13327 -3.26538 2.95749  0.10
H27 3.42569 -2.81240 3.77541  0.12
H28 4.82919 -1.10114 2.61809  0.11
H29 3.82166 0.16501 0.71504  0.12
H30 -3.59559 -1.26794 1.11071  0.02
H31 -3.81350 -3.00513 1.01839  0.05
H32 -2.96439 -2.16520 -0.27541  0.01
H33 -1.55854 -0.38622 3.13470  0.00
H34 -0.60509 -1.65592 3.92349  0.03
H35 -2.35898 -1.74489 3.92747  0.05
H36 -1.76758 -4.98665 1.55848  0.03
H37 -2.32479 -4.32584 3.08375  0.05
H38 -0.60929 -4.59552 2.82539  0.03
N4 1.81361 -0.77194 -6.33755  0.20
C21 1.03965 -0.72034 -5.25359  -0.45
N5 -0.18162 -1.22391 -5.28025  0.24
N6 1.58944 -0.13299 -4.18160  0.17
C22 1.11868 -0.01220 -3.01409  -0.28
N7 0.89871 0.18192 -1.87932  0.07
H39 1.50803 -1.19308 -7.19702  0.13
H40 2.75708 -0.43160 -6.26949  0.13
H41 -0.51964 -1.68864 -6.10637  0.13
H42 -0.79651 -1.17440 -4.46491  0.09
C23 -4.34275 1.91506 1.40844  0.02
N8 -3.74473 1.36110 0.19127  -0.03
C24 -4.48886 1.23049 -0.96414  -0.01
C25 -3.96434 0.72409 -2.08641  0.04
C26 -2.57735 0.28419 -2.10174  -0.47
O4 -2.01609 -0.10188 -3.12307  0.00
N9 -1.91625 0.34814 -0.89901  0.06
C27 -2.47689 0.90876 0.17746  -0.55
O5 -1.70718 0.99065 1.18930  -0.13
H43 -5.06290 1.21172 1.82369  0.11
H44 -4.83958 2.85284 1.17039  0.10
H45 -3.55313 2.09332 2.12986  0.09
H46 -5.51141 1.57470 -0.89216  0.14
H47 -4.54741 0.63756 -2.98972  0.12

* spin multiplicity: 1
* Kohn-Sham gap: 8.5704 eV
* maximum force: 1.0 eV Å⁻¹
* ΔE to the lowest compared entry with this formula, charge and spin: 10.2 kcal per mole
* HOMO energy: -13.2 eV
* energy: -2551.95821 Ha
* total charge: +2